111
Properties=species:S:1:pos:R:3:forces:R:3 method="wB97M-V/def2-TZVPD" homo_lumo_gap_ev="6.38 / 6.32" multiplicity=3 total_charge=+3 lumo_energy_ev="-8.77 / -8.86" e_homo_ev="-15.15 / -15.18"
W -0.654 0.316 -0.482 0.71 -1.12 1.02
C 1.414 1.398 -2.305 -0.04 -0.15 0.02
N 2.249 1.692 -1.167 -0.05 0.03 0.03
C 2.753 3.062 -1.068 0.02 -0.03 -0.02
C 2.287 0.824 -0.145 -0.06 -0.21 0.08
N 1.323 -0.139 -0.097 0.09 -0.02 -0.13
C 1.575 -1.367 0.572 0.04 0.11 -0.25
C 2.794 -2.022 0.664 0.08 0.00 0.07
C 2.882 -3.185 1.414 -0.12 0.03 0.01
C 1.759 -3.684 2.069 0.03 0.04 -0.03
C 0.527 -3.069 1.910 0.05 -0.03 0.06
C 0.440 -1.938 1.110 -0.32 0.03 0.03
N -0.781 -1.281 0.746 0.14 0.12 -0.09
C -1.953 -2.026 0.799 0.21 0.16 -0.06
N -3.028 -1.433 1.337 -0.12 0.03 -0.11
C -2.904 -0.555 2.508 0.13 0.05 -0.04
C -4.399 -1.699 0.891 0.13 -0.18 0.13
N -1.983 -3.243 0.287 -0.14 -0.14 0.13
C -2.865 -4.297 0.813 -0.04 0.16 -0.12
C -0.980 -3.760 -0.655 0.03 0.20 -0.02
N 3.229 0.933 0.796 -0.03 0.00 -0.03
C 4.614 1.296 0.483 -0.09 0.02 0.01
C 2.975 0.590 2.196 0.06 0.07 -0.09
H 1.519 2.170 -3.065 0.10 -0.05 0.01
H 0.321 1.423 -2.056 0.05 0.29 -0.26
H 1.617 0.409 -2.720 0.01 0.10 0.10
H 1.934 3.755 -1.264 0.02 0.00 -0.02
H 3.547 3.234 -1.795 0.02 0.02 0.02
H 3.133 3.249 -0.069 -0.02 0.02 0.00
H 3.669 -1.626 0.167 0.01 0.00 -0.01
H 3.829 -3.698 1.497 0.04 -0.03 0.00
H 1.839 -4.568 2.686 0.01 -0.02 0.01
H -0.351 -3.478 2.394 -0.01 -0.02 0.01
H -2.887 -1.147 3.424 -0.04 0.02 0.02
H -3.773 0.101 2.537 0.04 0.05 0.02
H -1.997 0.048 2.457 -0.08 -0.10 0.00
H -4.958 -2.289 1.616 -0.02 -0.03 -0.01
H -4.392 -2.205 -0.069 0.05 -0.06 -0.04
H -4.901 -0.738 0.778 -0.04 -0.02 0.02
H -3.335 -3.981 1.737 -0.06 0.06 0.05
H -2.240 -5.165 1.022 -0.02 -0.01 -0.01
H -3.621 -4.580 0.083 -0.02 0.00 0.00
H -0.385 -2.959 -1.093 -0.09 -0.17 0.08
H -1.511 -4.285 -1.446 -0.02 -0.02 -0.06
H -0.328 -4.459 -0.133 0.05 -0.02 -0.04
H 4.746 1.396 -0.590 0.03 -0.01 0.01
H 5.263 0.497 0.843 0.03 -0.01 0.01
H 4.897 2.223 0.982 0.04 0.01 -0.01
H 1.906 0.508 2.368 -0.01 -0.02 0.03
H 3.373 1.401 2.807 -0.01 -0.01 0.02
H 3.469 -0.340 2.475 0.00 0.01 0.02
O -0.124 1.852 0.866 -0.43 0.07 -0.54
As -1.382 3.007 0.657 -0.15 -0.05 -0.26
C -0.698 4.709 0.249 0.24 0.12 0.02
C 0.544 5.055 0.776 0.00 0.11 -0.01
C 1.009 6.350 0.595 0.01 -0.05 0.01
C 0.239 7.273 -0.100 -0.02 -0.01 -0.01
C -1.006 6.920 -0.610 0.02 -0.02 0.02
C -1.489 5.633 -0.431 0.03 0.06 -0.01
C -2.590 3.037 2.100 0.05 -0.11 0.34
C -2.067 2.831 3.376 -0.09 -0.04 0.06
C -2.912 2.932 4.471 0.03 0.00 -0.03
C -4.253 3.245 4.286 0.01 0.00 -0.01
C -4.761 3.464 3.012 0.03 -0.02 -0.02
C -3.931 3.362 1.905 0.00 0.08 0.09
C -2.239 2.219 -0.878 -0.51 0.41 -0.02
C -2.013 2.762 -2.164 0.09 -0.12 -0.01
C -2.865 2.449 -3.202 -0.01 -0.01 0.04
C -3.986 1.651 -2.965 0.02 0.00 -0.02
C -4.238 1.126 -1.707 0.13 -0.11 -0.04
C -3.363 1.393 -0.664 -0.14 0.19 0.08
H 1.135 4.333 1.329 -0.03 -0.01 -0.02
H 1.966 6.643 1.004 0.01 0.00 0.00
H 0.606 8.280 -0.235 0.00 0.03 -0.01
H -1.601 7.652 -1.137 -0.01 0.00 -0.01
H -2.469 5.372 -0.815 0.01 -0.03 0.00
H -1.019 2.589 3.522 -0.02 0.01 -0.04
H -2.523 2.778 5.468 0.00 0.00 0.01
H -4.904 3.331 5.145 -0.03 0.01 0.02
H -5.802 3.726 2.882 -0.02 0.00 -0.01
H -4.332 3.555 0.917 0.02 -0.02 -0.03
H -1.177 3.433 -2.330 -0.05 0.00 0.02
H -2.684 2.847 -4.191 0.00 0.02 0.00
H -4.676 1.453 -3.774 -0.02 -0.01 -0.02
H -5.114 0.515 -1.539 -0.02 0.01 0.00
H -3.602 1.063 0.340 0.03 -0.01 0.01
S 1.342 -2.203 -3.260 0.12 0.11 0.10
P -0.364 -1.535 -3.866 -0.11 -0.17 0.11
S -1.650 -0.807 -2.266 0.06 0.39 -0.22
C -1.447 -2.745 -4.636 -0.11 -0.14 -0.09
C -2.621 -3.253 -4.086 0.03 0.02 -0.05
C -3.343 -4.223 -4.768 0.04 0.02 0.00
C -2.896 -4.689 -5.995 -0.01 -0.01 0.00
C -1.726 -4.187 -6.547 0.01 0.02 0.02
C -1.003 -3.217 -5.875 0.04 -0.03 0.03
C -0.324 -0.143 -5.002 0.06 0.22 -0.04
C 0.876 0.507 -5.276 -0.03 -0.12 -0.18
C 0.898 1.584 -6.153 -0.03 -0.02 -0.02
C -0.276 2.005 -6.762 -0.01 -0.01 0.00
C -1.474 1.345 -6.508 0.06 -0.02 0.02
C -1.500 0.273 -5.632 -0.01 0.04 0.07
H -2.986 -2.892 -3.135 -0.02 0.02 0.07
H -4.258 -4.615 -4.344 -0.02 0.00 0.02
H -3.461 -5.444 -6.523 -0.01 -0.02 -0.01
H -1.374 -4.554 -7.501 0.01 0.00 -0.02
H -0.085 -2.840 -6.309 0.01 0.02 0.00
H 1.798 0.121 -4.858 0.01 0.02 0.01
H 1.835 2.068 -6.393 0.03 0.01 0.00
H -0.252 2.826 -7.465 0.00 0.03 -0.01
H -2.378 1.649 -7.017 -0.03 0.01 -0.03
H -2.428 -0.257 -5.455 -0.02 -0.04 0.01